Record 1
The following is a quantum chemistry calculation of the molecule C6H10, from OMol25.

Geometry as XYZ:
```
16
C6H10, DFT ωB97M-V/def2-TZVPD
H -0.466 0.157 1.784
C -0.086 1.445 -0.015
C 1.866 -0.247 0.319
C -1.733 -0.390 -0.057
C 0.423 0.055 -0.030
H -0.553 1.795 -0.932
H -2.463 0.164 -0.664
H 2.287 0.409 1.095
H 0.502 2.185 0.514
H 2.051 -1.286 0.623
H -0.286 -1.927 -0.618
H 2.466 -0.072 -0.586
C -0.479 -0.870 -0.830
H -2.270 -1.182 0.470
C -0.821 0.462 0.829
H -0.439 -0.699 -1.904
```

Calculated values
Energy above the lowest of the compared OMol25 structures with the same formula, charge and spin (kcal/mol): 43.4
SMILES string: C[C@@]12CC[C@@H]1C2
Total charge: 0
Highest occupied orbital energy (Eh): -0.31132



Record 2
The following is a quantum chemistry calculation of the molecule C6H10, from OMol25.

Geometry as XYZ:
```
16
C6H10, DFT ωB97M-V/def2-TZVPD
H 0.399 -1.658 -0.949
H 0.414 -0.875 -2.607
H 1.523 1.186 -1.718
H -1.776 -1.305 1.124
H -1.223 -0.319 2.480
C 0.359 -0.739 -1.530
C -0.940 -0.705 1.488
C -0.542 0.420 0.512
H -1.163 1.303 0.636
H -1.251 0.848 -1.698
H -0.097 -1.385 1.677
C 0.950 0.560 -1.044
H 1.332 1.658 0.837
H 1.591 -0.092 0.970
C 0.993 0.683 0.472
C -0.547 0.328 -1.046
```

Calculated values
Energy above the lowest of the compared OMol25 structures with the same formula, charge and spin (kcal/mol): 36.9
SMILES string: C[C@H]1C[C@H]2C[C@H]21
Total charge: 0
Highest occupied orbital energy (Eh): -0.34705



Record 3
The following is a quantum chemistry calculation of a cluster of 2 separate species, C6H10 in total, from OMol25.

Geometry as XYZ:
```
16
C6H10, DFT ωB97M-V/def2-TZVPD
C 1.341 -0.477 0.981
H -0.024 0.340 2.496
C 0.405 0.611 1.519
C -0.441 -0.293 -0.543
H -1.726 0.653 0.915
H 0.982 1.521 1.672
H -0.915 -1.243 -2.419
H 1.072 -1.794 -0.828
C 0.682 -0.973 -0.235
H -1.434 0.458 -2.286
C -1.331 -0.492 -1.736
H -0.744 1.786 -0.011
H -2.345 -0.805 -1.445
C -0.727 0.791 0.468
H 2.707 0.341 0.361
H 2.498 -0.421 1.091
```

Calculated values
Energy above the lowest of the compared OMol25 structures with the same formula, charge and spin (kcal/mol): 89.3
Total charge: 0
Highest occupied orbital energy (Eh): -0.27881



Record 4
The following is a quantum chemistry calculation of the molecule C6H10, from OMol25.

Geometry as XYZ:
```
16
C6H10, DFT ωB97M-V/def2-TZVPD
C 0.240 -0.325 -1.254
H -1.413 -1.693 -0.633
H 1.411 -0.846 1.624
H 0.944 -1.118 -1.503
H -0.868 1.667 1.284
C -1.136 -0.646 -0.740
H -0.304 1.922 -0.371
H 1.501 1.269 -1.718
H -0.258 -0.981 2.197
C 0.384 -1.068 1.309
C -0.112 -0.127 0.229
C -0.107 1.362 0.563
H 0.349 -2.115 0.986
H -1.940 0.019 -1.046
C 0.426 1.013 -1.849
H 0.883 1.667 0.923
```

Calculated values
Energy above the lowest of the compared OMol25 structures with the same formula, charge and spin (kcal/mol): 104.8
Total charge: 0
Highest occupied orbital energy (Eh): -0.29790



Record 5
The following is a quantum chemistry calculation of the molecule C6H10, from OMol25.

Geometry as XYZ:
```
16
C6H10, DFT ωB97M-V/def2-TZVPD
H -0.070 -2.396 0.633
H 1.735 -1.221 1.299
H -0.686 0.556 -1.605
H -0.415 2.756 -0.074
C 0.352 2.091 -0.500
H 1.975 0.490 0.959
H 0.815 0.028 2.156
C -1.712 -1.783 -0.589
C -0.153 0.683 -0.667
C -0.597 -1.612 0.099
H 0.501 2.558 -1.469
C 1.229 -0.267 1.189
H -2.149 -0.945 -1.106
H 1.213 2.148 0.160
C 0.179 -0.344 0.115
H -2.219 -2.741 -0.601
```

Calculated values
Energy above the lowest of the compared OMol25 structures with the same formula, charge and spin (kcal/mol): 25.7
SMILES string: C=C/C(C)=C/C
Total charge: 0
Highest occupied orbital energy (Eh): -0.30729



Record 6
The following is a quantum chemistry calculation of the molecule C6H10, from OMol25.

Geometry as XYZ:
```
16
C6H10, DFT ωB97M-V/def2-TZVPD
H 1.515 -2.798 -1.709
C -0.526 0.988 -1.604
H 0.491 1.074 -1.996
C 0.912 -2.033 -1.271
H -1.557 -0.246 -0.156
H -1.150 0.584 -2.405
C -0.522 0.041 -0.390
H -0.781 -0.629 2.360
C 0.202 -0.263 2.041
H 0.676 0.219 2.902
C 0.229 -1.159 -0.798
H 1.065 1.112 0.609
H -0.888 1.991 -1.350
H 0.808 -1.133 1.764
H -0.554 1.553 1.139
C 0.080 0.699 0.864
```

Calculated values
Energy above the lowest of the compared OMol25 structures with the same formula, charge and spin (kcal/mol): 32.9
SMILES string: C#C[C@H](C)CC
Total charge: 0
Highest occupied orbital energy (Eh): -0.36513



Record 7
The following is a quantum chemistry calculation of the molecule C6H10, from OMol25.

Geometry as XYZ:
```
16
C6H10, DFT ωB97M-V/def2-TZVPD
H -0.372 2.301 -0.298
C 0.079 1.121 1.504
H -2.063 -0.448 0.274
H 0.033 1.607 2.508
C 0.015 -0.037 -0.239
H 1.576 -1.376 -1.253
H -1.386 -1.701 -0.878
C -1.403 -0.632 -0.538
H 0.934 -0.151 -2.252
C -0.159 1.376 0.204
C 1.108 -0.383 -1.231
H 1.437 -0.517 1.524
H -0.365 -1.086 1.874
H 1.973 0.362 -1.093
H -1.716 -0.084 -1.349
C 0.308 -0.353 1.244
```

Calculated values
Energy above the lowest of the compared OMol25 structures with the same formula, charge and spin (kcal/mol): 47.5
SMILES string: CC1(C)C=CC1
Total charge: 0
Highest occupied orbital energy (Eh): -0.34001



Record 8
The following is a quantum chemistry calculation of the molecule C6H10, from OMol25.

Geometry as XYZ:
```
16
C6H10, DFT ωB97M-V/def2-TZVPD
H -1.789 -0.789 1.382
C -0.051 1.240 0.178
H -2.319 -1.119 -0.268
H 2.670 1.071 -0.043
H 0.347 2.254 0.293
H -2.360 1.516 -0.114
H -1.679 0.892 -1.279
C -0.109 -1.126 0.026
C -1.556 -0.612 0.314
H 0.230 -1.871 0.764
H -0.013 -1.581 -0.979
C 0.729 0.144 0.120
H 2.457 -0.430 -0.989
C 2.230 0.069 -0.022
H 2.714 -0.527 0.773
C -1.501 0.867 -0.156
```

Calculated values
Energy above the lowest of the compared OMol25 structures with the same formula, charge and spin (kcal/mol): 17.0
SMILES string: CC1=CCCC1
Total charge: 0
Highest occupied orbital energy (Eh): -0.31672



Number 1: strongest force on any atom 1.9 eV Å⁻¹, E -6381.9759 eV. Number 2: strongest force on any atom 1.0 eV Å⁻¹, E -6382.2590 eV. Number 3: strongest force on any atom 1.8 eV Å⁻¹, E -6379.9867 eV. Number 4: strongest force on any atom 0.4 eV Å⁻¹, E -6379.3161 eV. Number 5: strongest force on any atom 1.5 eV Å⁻¹, E -6382.7460 eV. Number 6: strongest force on any atom 0.5 eV Å⁻¹, E -6382.4338 eV. Number 7: strongest force on any atom 3.5 eV Å⁻¹, E -6381.8001 eV. Number 8: strongest force on any atom 2.2 eV Å⁻¹, E -6383.1239 eV.